The following is a quantum chemistry calculation of a molecular structure, C32H32BrN6O3S7Tl, from the OMol25 dataset.

Geometry as XYZ:
```
82
Properties=species:S:1:pos:R:3:mulliken_charge:R:1
Tl 0.6853 0.2821 0.6854 0.739
S -0.3416 -8.0587 -2.3510 -0.402
C -0.2572 -6.4829 -1.8039 0.089
S 1.1616 -5.7407 -1.1947 -0.192
C 0.5499 -4.1085 -0.8362 0.044
C -0.7773 -3.9515 -1.1530 -0.438
S -1.7643 -2.5216 -1.0798 -0.207
S -1.5806 -5.3975 -1.7729 -0.149
S 1.7203 -3.0184 -0.1765 -0.262
C 0.4737 -3.7439 3.3364 -0.840
N -0.7424 -3.0432 2.9852 0.346
C -1.8365 -3.6312 2.3712 -0.619
C -2.7114 -2.6617 2.0909 -0.485
N -2.1541 -1.4561 2.5267 0.559
C -0.9162 -1.7043 3.0939 -0.017
S 0.0740 -0.6548 3.9437 -0.393
C -2.7034 -0.1866 2.2221 0.372
C -4.0823 -0.0526 2.0769 -0.812
C -4.5896 1.1989 1.7773 -0.524
C -3.7202 2.2720 1.6538 -0.807
C -2.3651 2.0337 1.8181 -0.263
N -1.8667 0.8314 2.0845 0.358
H 0.2166 -4.7362 3.7081 0.322
H 0.9856 -3.1741 4.1073 0.295
H 1.1204 -3.8275 2.4588 0.220
H -1.8570 -4.6776 2.1197 0.428
H -3.6295 -2.7017 1.5384 0.249
H -4.7385 -0.9036 2.2001 0.456
H -5.6551 1.3327 1.6410 0.392
H -4.0846 3.2665 1.4317 0.404
H -1.6298 2.8274 1.7204 0.294
O -3.7944 -2.0849 -3.1814 -0.598
C -3.3566 -0.9210 -3.8017 0.368
N -4.3264 0.1626 -3.6351 0.016
C -4.1725 1.4421 -3.2287 -0.123
O -5.0945 2.2519 -3.3082 -0.718
C -2.8393 1.8792 -2.7032 0.530
C -2.2465 3.0025 -3.2666 -0.603
C -1.0678 3.4863 -2.7309 -1.050
C -0.5223 2.8383 -1.6311 -0.093
N -1.0960 1.7801 -1.0684 0.647
C -2.2219 1.3056 -1.5955 -0.336
H -3.1818 -2.2604 -2.4257 0.175
H -3.2605 -1.1142 -4.8741 0.233
H -2.3902 -0.5897 -3.4206 -0.351
H -5.2664 -0.0672 -3.9183 0.247
H -2.7163 3.4804 -4.1181 0.439
H -0.5837 4.3578 -3.1535 0.456
H 0.3992 3.1736 -1.1644 0.010
H -2.6493 0.4390 -1.0948 0.541
Br 7.8862 -0.2340 2.8960 -0.228
C 6.0821 -0.1727 2.2843 0.233
C 5.8123 -0.3184 0.9399 -0.724
C 4.4818 -0.2345 0.5456 -0.021
N 3.4787 -0.0252 1.3875 0.336
C 3.7668 0.0945 2.6783 -0.227
C 5.0577 0.0317 3.1860 -0.749
H 6.5977 -0.4930 0.2192 0.445
H 4.2186 -0.3469 -0.4979 0.094
H 2.9197 0.2559 3.3389 0.255
H 5.2503 0.1502 4.2424 0.435
C 2.3764 5.0771 2.6178 -0.389
C 2.9075 4.6171 1.4167 -0.587
C 2.4968 3.3889 0.8985 -0.427
C 1.5627 2.5645 1.5436 0.179
C 1.0625 3.0565 2.7615 -0.282
C 1.4513 4.2883 3.2930 -0.628
H 2.6804 6.0349 3.0286 0.317
H 3.6465 5.2219 0.8951 0.347
H 2.9220 3.0547 -0.0507 0.269
H 0.3493 2.4525 3.3263 0.179
H 1.0310 4.6347 4.2356 0.377
C 3.1204 -0.0889 -3.9885 -1.240
S 2.2680 -0.3303 -2.3875 0.684
C 0.7434 -0.8683 -3.1483 -0.433
O 2.0207 1.0615 -1.8905 -0.573
H 2.4923 0.5173 -4.6427 0.294
H 3.3253 -1.0694 -4.4242 0.402
H 4.0541 0.4335 -3.7757 0.367
H 0.3980 -0.0823 -3.8268 0.416
H 0.0285 -1.0289 -2.3382 -0.553
H 0.9141 -1.8146 -3.6671 0.486
```

Properties
Net charge: -2
Energy above the lowest of the compared OMol25 structures with the same formula, charge and spin: 2.034 eV
Orbital gap: 4.503 eV
Molecular weight: 1057.403 g mol⁻¹
HOMO: -1.0 eV
E_LUMO: 3.509 eV
Multiplicity: 1

The following is a quantum chemistry calculation of a molecular structure, C32H32Cl2N12PPt in a non-equilibrium geometry, from the OMol25 dataset.

Geometry as XYZ:
```
80
Properties=species:S:1:pos:R:3:mulliken_charge:R:1
Pt 0.5894 -0.4954 -0.6297 0.161
C -5.1784 -0.1134 1.4896 -1.220
N -3.9969 0.4765 0.8791 -0.185
C -3.9378 1.7575 0.8323 -0.479
C -2.7824 2.3839 0.3003 -0.291
N -0.3172 2.4034 -2.1090 -1.075
C -1.3182 -0.2073 -0.1817 0.024
P -2.4452 -1.6470 -0.1489 0.322
C -0.9992 -2.6718 0.3893 0.090
N 0.2476 -2.2019 0.3272 -0.204
C 1.0535 -2.9857 1.1003 -0.522
C 0.2772 -3.9648 1.6413 -0.857
N -1.0052 -3.7426 1.2066 0.169
C -2.1552 -4.5786 1.5261 -0.916
C -2.3977 -1.9539 -1.9313 0.219
N -1.3599 -1.7889 -2.7309 -0.008
C -1.8379 -1.8987 -3.9955 -0.881
C -3.1935 -2.1143 -3.9656 -0.176
N -3.5498 -2.1337 -2.6524 0.144
C -4.8824 -2.4348 -2.1514 -0.677
H -5.3413 0.2550 2.5054 0.421
H -6.0746 0.1026 0.9011 0.372
H -5.0568 -1.1953 1.5361 0.279
H -4.7396 2.4056 1.1998 0.409
H -3.4653 3.7137 -1.1775 0.332
H 2.1122 -2.8090 1.1765 0.562
H 0.5252 -4.7954 2.2782 0.495
H -2.3623 -4.5313 2.5933 0.344
H -3.0200 -4.2129 0.9797 0.296
H -1.9558 -5.6071 1.2343 0.363
H -1.1933 -1.8209 -4.8549 0.493
H -3.9171 -2.2533 -4.7505 0.465
H -5.6154 -2.0907 -2.8764 0.341
H -5.0052 -3.5064 -2.0000 0.282
H -5.0503 -1.9150 -1.2107 0.176
C 4.3795 -3.2754 -3.7493 -0.523
C 5.0911 -2.2271 -3.1930 -0.749
C 4.4864 -1.3412 -2.3079 -0.405
C 3.1439 -1.4908 -1.9662 0.962
C 2.4292 -2.5500 -2.5295 -0.358
C 3.0434 -3.4285 -3.4091 -0.743
N 2.4909 -0.5953 -1.0938 -0.122
C 3.2151 0.3517 -0.3399 -0.185
C 4.1489 -0.0532 0.6254 0.210
C 4.7160 0.8726 1.4807 -0.872
C 4.3673 2.2206 1.3937 -0.484
C 3.4766 2.6345 0.4219 -0.824
C 2.9149 1.7062 -0.4521 -0.152
H 4.8535 -3.9567 -4.4427 0.392
H 6.1333 -2.0841 -3.4500 0.372
H 5.0595 -0.5208 -1.8964 0.426
H 1.3778 -2.6673 -2.2913 0.128
H 2.4660 -4.2403 -3.8351 0.409
H 4.4061 -1.1036 0.6994 0.489
H 5.4312 0.5477 2.2267 0.441
H 4.8033 2.9393 2.0747 0.433
H 3.2225 3.6827 0.3268 0.445
H 2.2573 2.0259 -1.2510 0.552
Cl 0.2500 6.1120 -2.0651 -0.186
C -1.0402 5.6482 -1.0128 0.273
C -1.5645 6.4916 -0.1246 -0.421
C -2.6283 6.0167 0.7466 -0.546
C -3.1605 4.8030 0.6300 -0.790
C -2.7059 3.7679 -0.3769 0.882
Cl -1.4829 1.4043 -0.0314 0.676
C -1.4352 4.2541 -1.0834 0.146
N -0.6761 3.4309 -1.7769 0.673
H -1.1987 7.5040 -0.0447 0.447
H -3.0232 6.7009 1.4857 0.403
H -4.0075 4.5244 1.2419 0.272
N 3.4717 1.0794 5.5064 -0.410
C 2.5844 0.9408 4.4929 0.716
N 2.3863 -0.2978 3.9897 -0.381
N 1.9873 2.0237 4.0673 -1.401
C 0.4145 1.7040 2.1589 -0.090
N 1.1786 1.7893 3.0312 0.808
H 3.7424 0.2815 6.0511 0.203
H 3.4935 1.9779 5.9578 0.266
H 3.0015 -1.0494 4.2403 0.254
H 1.8476 -0.3823 3.1439 0.095
```

Properties
Net charge: +1
Energy above the lowest of the compared OMol25 structures with the same formula, charge and spin: 12.002 eV
Orbital gap (alpha / beta): 5.302 / 5.306 eV
Molecular weight: 881.650 g mol⁻¹
HOMO (alpha / beta): -9.2 / -9.2 eV
E_LUMO (alpha / beta): -3.903 / -3.897 eV
Multiplicity: 1

The following is a quantum chemistry calculation of a molecular structure, C32H32Cl5IrN3O3P in a non-equilibrium geometry, from the OMol25 dataset.

Geometry as XYZ:
```
77
Properties=species:S:1:pos:R:3:mulliken_spin:R:1
Ir -0.5283 -0.7553 0.1342 0.906
C 1.3747 -0.6322 5.1345 0.001
N 1.4880 -1.1341 3.7630 0.001
C 2.4868 -2.1786 3.5220 -0.001
C 0.6795 -0.7295 2.8022 0.013
O 0.7829 -1.2038 1.6414 0.002
C -0.3096 0.3754 3.1426 -0.004
O -1.1350 0.6966 2.0422 0.051
C -2.5258 0.4622 2.1929 0.009
C -2.8321 -1.0106 1.9423 -0.013
O -1.8986 -1.7347 1.5045 0.003
N -4.0319 -1.4869 2.1913 0.000
C -4.3476 -2.8908 1.9252 0.000
C -5.1597 -0.6782 2.6432 0.001
H 2.2125 -1.0205 5.7052 0.000
H 1.4202 0.4555 5.1674 0.000
H 0.4541 -0.9753 5.6076 0.000
H 2.2358 -3.0659 4.1025 0.000
H 2.5052 -2.4361 2.4691 0.000
H 3.4650 -1.8151 3.8331 0.000
H -0.9013 0.0896 4.0153 0.004
H 0.2661 1.2695 3.3977 0.000
H -2.8621 0.7976 3.1750 0.000
H -3.0185 1.0594 1.4241 0.007
H -3.4615 -3.4052 1.5735 0.000
H -4.7067 -3.3565 2.8420 0.000
H -5.1303 -2.9451 1.1685 0.000
H -4.8643 0.3370 2.8839 0.000
H -5.9123 -0.6410 1.8555 0.000
H -5.6031 -1.1369 3.5258 0.000
N 0.2010 -2.3220 -1.9367 0.087
C 1.6286 -2.3786 -1.8471 -0.005
C 2.3153 -3.5555 -2.0923 -0.002
C 3.7033 -3.5693 -2.1105 0.021
C 4.4297 -2.4128 -1.8728 -0.006
C 3.7622 -1.2433 -1.5562 0.023
C 2.3670 -1.2092 -1.5217 0.085
P 1.5031 0.3039 -0.9931 0.032
C 0.1108 2.6047 -1.8171 0.413
C -0.3403 3.8732 -1.7110 0.074
C -1.5104 4.0407 -2.5080 -0.043
C -2.0982 3.1004 -3.3592 0.257
C -0.3066 1.8672 -4.9031 0.016
C 0.2313 1.2477 -3.7199 0.787
C 2.6338 1.3384 -0.0384 0.060
C 3.2561 0.7461 1.0657 0.016
C 4.2366 1.4403 1.7546 0.006
C 4.6224 2.7058 1.3292 0.000
C 4.0503 3.2661 0.1965 0.011
C 3.0593 2.5848 -0.4947 -0.015
H 0.0621 -1.5759 -2.6035 0.030
H -0.2624 -3.1461 -2.3010 0.002
H 1.7632 -4.4629 -2.3036 0.000
H 4.2193 -4.4935 -2.3339 0.001
H 5.5095 -2.4246 -1.9194 0.000
H 4.3218 -0.3479 -1.3167 0.005
H 0.0090 4.6176 -1.0093 0.017
H -2.1240 4.9199 -2.3251 0.009
H -3.1797 3.2325 -3.3794 0.006
H -0.2897 1.2533 -5.7934 0.021
H 0.0561 -0.2508 -2.4479 0.004
H 2.9830 -0.2586 1.3596 0.004
H 4.7202 0.9875 2.6105 0.000
H 5.3871 3.2466 1.8705 0.000
H 4.3877 4.2293 -0.1614 0.000
H 2.6416 3.0048 -1.3999 -0.014
Cl 0.0648 1.0508 -2.1931 0.138
C -1.3604 0.6348 -1.6754 0.164
C -2.4669 0.1978 -1.2979 0.237
C -3.7082 0.2053 -2.0474 0.186
Cl -5.1027 -0.3260 -1.1984 0.025
C -3.7495 0.4623 -3.4048 -0.029
Cl -5.1966 -0.0484 -4.2181 0.015
C -2.7054 0.9603 -4.3354 0.345
Cl -2.6416 0.1186 -5.8427 0.064
C -1.7524 2.0285 -4.2194 -0.050
Cl 0.4168 3.4457 -5.3056 0.025
```

Properties
Net charge: +2
Orbital gap (alpha / beta): 5.221 / 5.673 eV
Molecular weight: 907.082 g mol⁻¹
HOMO (alpha / beta): -11.5 / -12.8 eV
E_LUMO (alpha / beta): -6.235 / -7.130 eV
Multiplicity: 5